Entry 1:
DFT (the ωB97M-V functional and the def2-TZVPD basis) results for a molecular structure, C38H37FeN8O4P2Te in a non-equilibrium geometry.

Element x y z (Å)
Fe  -0.7834  2.0586  -1.5151
Te  3.2944  -0.9371  -0.3057
C  4.3760  -1.3777  1.4873
C  4.3110  -2.5595  2.2143
C  5.0593  -2.7805  3.3659
N  5.9483  -1.8926  3.8025
C  6.0810  -0.7510  3.1211
C  5.3426  -0.4558  1.9439
C  1.2970  -0.5393  0.0602
P  0.9223  1.2076  -0.3211
C  2.1070  2.2516  -1.2629
C  2.1091  2.0354  -2.6668
C  2.9707  2.7610  -3.4560
C  3.9273  3.6716  -2.8918
C  3.9552  3.8363  -1.5197
C  2.9869  3.1861  -0.7377
C  0.8941  2.0365  1.2867
C  0.0514  3.1464  1.6975
C  0.1647  3.6131  2.9876
C  0.9411  3.0624  3.9332
C  1.7196  1.9465  3.5974
C  1.7558  1.5358  2.2529
P  -0.1292  -1.6131  0.0854
C  0.3774  -3.2650  -0.3553
C  0.9341  -3.4762  -1.5982
C  1.1949  -4.7932  -2.0275
C  1.2208  -5.8595  -1.1397
C  0.7204  -5.6359  0.0799
C  0.3117  -4.3773  0.4828
C  -0.5716  -1.7038  1.8655
C  -1.7635  -1.1135  2.2877
C  -2.1226  -1.1883  3.5922
C  -1.1912  -1.6570  4.5380
C  0.0135  -2.2498  4.1437
C  0.3494  -2.2215  2.7957
H  3.5826  -3.3153  1.9127
H  4.9077  -3.6999  3.9529
H  6.8801  -0.0426  3.4279
H  5.5024  0.4904  1.4420
H  1.4201  1.2751  -3.0907
H  2.8788  2.7464  -4.5591
H  4.6045  4.2890  -3.5225
H  4.5634  4.5759  -0.9984
H  2.8401  3.3907  0.3082
H  -0.5977  3.6580  1.0124
H  -0.4306  4.4313  3.3108
H  0.9674  3.5802  4.9298
H  2.2867  1.3685  4.3078
H  2.4212  0.7246  1.9705
H  1.2677  -2.6347  -2.2280
H  1.4949  -4.8734  -3.0875
H  1.6554  -6.8382  -1.3413
H  0.7166  -6.4434  0.7736
H  -0.1387  -4.2675  1.5145
H  -2.4505  -0.6736  1.5322
H  -3.1062  -0.9033  3.9049
H  -1.3746  -1.5350  5.6007
H  0.6342  -2.7481  4.8635
H  1.2701  -2.6252  2.3981
N  -0.6383  3.7029  -2.6808
N  -1.7408  4.5973  -2.7005
C  -2.7608  4.1071  -1.9801
N  -4.0210  4.4586  -2.3000
N  -2.4657  3.2449  -0.9660
N  -3.5640  2.7575  -0.0676
O  -3.2454  1.9486  0.8109
O  -4.8192  3.1027  -0.3069
H  0.2147  4.2160  -2.4913
H  -0.5880  3.2487  -3.6023
H  -1.9534  4.9931  -3.6383
H  -4.2059  5.0962  -3.0474
H  -4.6978  4.3513  -1.5426
O  -5.4333  -2.9441  0.6145
C  -5.8578  -1.7290  0.2509
N  -4.9610  -1.0800  -0.7902
C  -4.1427  -1.8497  -1.5514
O  -4.2416  -3.0777  -1.7046
C  -3.0987  -1.2493  -2.3932
C  -2.3344  -2.0975  -3.2469
C  -1.3143  -1.5300  -3.9629
C  -0.9114  -0.2494  -3.6674
N  -1.5885  0.6101  -2.8386
C  -2.7593  0.0759  -2.3161
H  -5.1619  -3.4749  -0.1979
H  -5.8339  -0.9661  1.0219
H  -6.8748  -1.8182  -0.1852
H  -4.8240  -0.0704  -0.6180
H  -2.5014  -3.2075  -3.3032
H  -0.8095  -1.9435  -4.8257
H  -0.0265  0.1832  -4.2050
H  -3.4108  0.7615  -1.7267

Output
- gap between HOMO and LUMO (alpha / beta) (hartree) = 0.242 / 0.187
- total charge = +1
- spin multiplicity = 5
- relative energy (zero: lowest compared OMol25 entry of this formula, charge and spin) (kJ/mol) = 161.9
- LUMO level (alpha / beta) (eV) = -3.44 / -4.12
- <S²> = 6.045
- maximum force (eV/Å) = 4.6
- M (g mol⁻¹) = 915.159

Entry 2:
DFT (the ωB97M-V functional and the def2-TZVPD basis) results for a molecular structure, C34H80F6NO34S2Tl in a non-equilibrium geometry.

Element x y z (Å)
Tl  -17.9794  -16.8377  -9.9486
C  -17.2457  -12.4278  -14.6269
C  -17.8029  -13.2604  -13.5678
C  -19.3423  -13.0146  -13.0310
O  -19.8484  -13.7263  -12.1656
C  -20.0651  -12.0334  -13.7590
C  -19.4873  -11.2501  -14.7411
C  -18.0708  -11.4942  -15.2539
O  -17.4498  -10.9177  -16.2243
O  -20.2285  -10.3189  -15.2250
O  -17.1725  -14.1490  -13.0387
H  -16.2748  -12.7090  -15.0074
H  -21.0232  -11.7488  -13.3497
C  -26.2607  -8.3294  -13.1846
F  -27.3466  -8.3212  -12.5030
F  -25.5310  -7.2305  -12.8228
F  -25.4621  -9.2750  -12.7133
S  -26.4994  -8.5516  -15.1521
O  -25.4783  -9.5792  -15.5028
O  -27.8508  -8.9611  -15.4517
N  -26.0040  -6.9521  -15.7354
S  -27.1892  -6.0020  -15.4859
O  -28.0427  -6.3160  -14.3658
O  -26.6243  -4.6518  -15.3635
C  -28.1701  -6.0549  -17.1454
F  -28.3810  -7.3464  -17.4221
F  -29.3194  -5.4447  -16.9980
F  -27.5147  -5.4713  -18.1220
C  -11.2218  -9.9492  -12.6732
C  -12.2150  -10.2028  -13.7489
O  -13.5732  -10.0516  -13.3213
O  -9.9178  -10.3952  -12.9316
H  -11.5393  -10.2786  -11.6839
H  -10.9719  -8.9096  -12.4612
H  -11.9050  -11.2115  -14.0218
H  -11.9941  -9.5734  -14.6110
H  -14.1156  -10.5609  -13.9279
H  -9.3434  -10.3156  -12.1666
C  -13.0417  -12.9034  -8.8756
C  -13.4163  -13.8749  -10.0115
O  -14.0074  -15.0004  -9.3953
O  -14.1116  -12.1324  -8.4461
H  -12.1998  -12.3233  -9.2537
H  -12.5651  -13.4184  -8.0415
H  -12.5173  -14.1420  -10.5669
H  -13.9591  -13.4155  -10.8376
H  -13.2095  -15.4311  -9.0798
H  -13.7691  -11.4115  -7.9125
C  -19.9118  -13.0517  -7.2718
C  -18.3905  -12.8622  -7.2505
O  -17.8805  -13.1187  -8.5139
O  -20.0567  -14.3992  -7.0721
H  -20.4818  -12.7605  -8.1541
H  -20.3977  -12.5307  -6.4469
H  -17.9039  -13.4305  -6.4579
H  -18.2508  -11.8042  -7.0283
H  -17.0006  -12.7346  -8.5128
H  -20.5584  -14.3998  -6.2537
C  -24.6769  -13.9118  -10.5031
C  -25.1268  -14.3539  -9.0329
O  -26.0073  -15.4402  -9.1633
O  -23.8528  -14.7859  -11.1370
H  -24.1021  -13.0145  -10.2736
H  -25.4825  -13.5210  -11.1247
H  -25.7335  -13.6212  -8.5008
H  -24.2757  -14.7154  -8.4558
H  -26.7736  -15.2628  -9.7138
H  -23.2505  -14.3110  -11.7144
C  -19.6572  -20.6574  -13.0553
C  -20.3041  -19.4273  -13.6248
O  -19.3650  -18.3145  -13.4416
O  -19.2255  -20.4620  -11.7264
H  -18.8530  -20.9667  -13.7229
H  -20.3298  -21.5123  -12.9850
H  -21.1956  -19.3348  -13.0046
H  -20.6000  -19.6871  -14.6412
H  -19.3201  -17.7553  -14.2206
H  -19.2659  -21.3317  -11.3219
C  -12.9771  -11.1977  -18.5582
C  -12.8428  -9.7311  -18.9954
O  -11.7263  -9.2013  -18.3985
O  -14.1526  -11.8226  -19.0611
H  -12.9336  -11.2831  -17.4725
H  -12.1559  -11.7744  -18.9838
H  -13.7378  -9.1259  -18.8515
H  -12.6126  -9.5991  -20.0526
H  -10.9251  -9.6271  -18.7122
H  -14.8555  -11.5120  -18.4857
C  -17.8930  -7.8985  -20.6677
C  -17.8450  -9.1453  -21.5690
O  -18.8947  -9.1207  -22.5418
O  -18.7965  -8.1151  -19.5751
H  -18.0287  -7.0038  -21.2754
H  -16.9163  -7.7335  -20.2129
H  -17.7832  -10.0827  -21.0163
H  -16.8714  -9.0336  -22.0461
H  -18.7964  -9.7820  -23.2306
H  -18.2379  -8.6055  -18.9676
C  -24.7347  -15.2052  -15.6574
C  -25.8529  -14.9446  -16.6511
O  -26.5840  -13.7288  -16.4119
O  -23.8670  -14.1056  -15.8902
H  -24.2609  -16.1491  -15.9268
H  -25.1981  -15.2492  -14.6718
H  -26.5807  -15.7490  -16.5441
H  -25.3914  -14.8852  -17.6368
H  -27.3694  -13.7197  -16.9638
H  -24.3809  -13.3128  -15.7206
C  -22.2017  -18.5483  -8.2954
C  -21.3426  -19.6532  -7.6964
O  -20.0446  -19.1451  -7.4564
O  -21.7130  -17.9528  -9.4594
H  -22.3148  -17.7112  -7.6064
H  -23.1958  -18.9761  -8.4255
H  -21.3388  -20.5080  -8.3727
H  -21.8617  -19.9878  -6.7984
H  -19.7968  -19.6516  -6.6795
H  -22.3735  -17.3469  -9.8031
C  -15.0979  -16.8986  -16.4335
C  -13.7652  -16.2221  -16.0278
O  -13.7357  -15.6710  -14.7051
O  -15.2806  -18.1698  -15.8426
H  -15.0053  -17.1104  -17.4987
H  -16.0050  -16.3090  -16.3005
H  -13.6361  -15.5166  -16.8486
H  -13.0065  -17.0047  -16.0243
H  -14.6329  -15.3761  -14.5328
H  -15.6756  -18.7314  -16.5136
C  -19.8796  -15.7534  -18.2045
C  -19.5214  -14.3114  -18.7455
O  -20.5773  -13.4450  -18.7851
O  -20.1976  -15.7650  -16.8456
H  -19.0458  -16.4410  -18.3463
H  -20.7747  -16.1394  -18.6922
H  -19.1436  -14.3710  -19.7662
H  -18.7091  -13.9219  -18.1318
H  -20.8146  -13.3703  -17.8579
H  -20.9953  -15.2858  -16.6092
C  -19.5370  -5.2627  -13.9383
C  -20.9313  -5.5279  -13.3019
O  -22.0436  -4.8946  -13.8681
O  -19.4570  -5.6313  -15.3269
H  -18.6762  -5.7591  -13.4902
H  -19.2572  -4.2142  -13.8358
H  -20.8191  -5.1726  -12.2776
H  -21.2261  -6.5688  -13.1686
H  -22.3990  -4.2780  -13.2238
H  -18.5342  -5.5710  -15.5846
C  -17.6460  -8.8155  -10.8010
C  -16.8645  -7.7662  -9.9222
O  -17.6118  -6.5302  -9.7780
O  -18.8560  -9.2348  -10.1637
H  -17.0593  -9.7211  -10.9552
H  -17.8439  -8.4948  -11.8238
H  -15.9424  -7.5170  -10.4472
H  -16.5711  -8.1631  -8.9503
H  -18.4269  -6.7276  -9.3108
H  -19.2818  -9.9363  -10.6619

Output
- gap between HOMO and LUMO (hartree) = 0.072
- relative energy (zero: lowest compared OMol25 entry of this formula, charge and spin) (kJ/mol) = 912.1
- LUMO level (eV) = -5.85
- maximum force (eV/Å) = 5.8
- M (g mol⁻¹) = 1429.492

Entry 3:
DFT (the ωB97M-V functional and the def2-TZVPD basis) results for a molecular structure, C9H6IrN2SSe2Te2 in a non-equilibrium geometry.

Element x y z (Å)
Ir  -0.3923  -0.6264  2.2927
Se  1.7463  0.3919  2.6937
Te  3.5547  -1.2818  1.9605
Te  2.2527  -2.2035  -0.1592
Se  0.1021  -2.6605  1.1096
C  -1.1860  0.6810  1.0540
C  -0.5566  0.6689  -0.3285
C  0.5443  1.4668  -0.6097
C  1.0943  1.4947  -1.8842
C  0.5412  0.7045  -2.8825
C  -0.5481  -0.1177  -2.6092
C  -1.0928  -0.1254  -1.3358
C  1.1041  0.7321  -4.2226
N  1.5426  0.7559  -5.2857
H  -2.2586  0.4701  0.9785
H  -1.0380  1.6621  1.5271
H  0.9885  2.0566  0.1810
H  1.9544  2.1149  -2.0977
H  -0.9610  -0.7440  -3.3886
H  -1.9339  -0.7707  -1.1138
S  -2.2316  -0.4955  3.6860
C  -1.7549  -1.6898  4.8230
N  -1.4713  -2.4843  5.6115

Output
- gap between HOMO and LUMO (hartree) = 0.212
- total charge = -1
- LUMO level (eV) = 1.56
- maximum force (eV/Å) = 2.2
- M (g mol⁻¹) = 779.565

> Which of these has the lowest M?

C9H6IrN2SSe2Te2

> Look up the maximum force of the first one.

4.6 eV/Å

> Number 1 is which compound?

C38H37FeN8O4P2Te

> Among the records above, which one has the lowest maximum force?

C9H6IrN2SSe2Te2